# 1
{"formula": "C7H17OPSi", "method": "wB97M-V/def2-TZVPD", "species": ["C", "C", "P", "C", "C", "O", "Si", "C", "C", "C", "H", "H", "H", "H", "H", "H", "H", "H", "H", "H", "H", "H", "H", "H", "H", "H", "H"], "coordinates": [[3.1901, -1.5653, 0.3624], [1.7575, -1.3581, -0.0994], [0.8997, 0.0569, 0.9543], [1.4477, 1.4369, -0.0276], [0.8247, 2.8487, 0.2528], [2.3360, 1.3637, -0.8722], [-1.3046, -0.2208, 0.1844], [-1.7067, 0.9404, -1.3351], [-2.5997, 0.0651, 1.4997], [-1.4552, -1.8967, -0.5439], [3.8212, -0.7119, 0.2058], [2.9927, -1.5898, 1.4228], [3.6635, -2.4029, -0.1301], [1.0587, -2.2932, -0.0934], [1.7384, -0.9736, -1.0836], [0.0990, 3.1427, -0.4686], [1.6063, 3.5928, 0.2526], [0.4025, 2.9275, 1.1957], [-1.0378, 0.6172, -2.1016], [-2.7170, 0.4829, -1.5929], [-1.9268, 1.9895, -1.3438], [-2.4505, -0.8069, 2.1262], [-2.4244, 0.9539, 2.1819], [-3.5506, 0.1726, 0.9514], [-1.5544, -2.5210, 0.3061], [-2.4096, -1.8340, -1.0372], [-0.7007, -2.4164, -1.1665]], "charge": 0, "smiles": "CCP(C(C)=O)[Si](C)(C)C", "homo_lumo_gap_ha": 0.34862, "de_lowest_kj_mol": 0.0, "largest_force_ev_per_a": 3.21}

=====

# 2
{"formula": "C21H43BO2P2Tc", "method": "wB97M-V/def2-TZVPD", "species": ["P", "P", "C", "C", "H", "H", "H", "H", "C", "H", "H", "H", "C", "H", "H", "H", "C", "H", "H", "H", "C", "H", "H", "H", "Tc", "C", "C", "C", "C", "C", "C", "C", "C", "C", "H", "H", "H", "H", "H", "H", "H", "H", "H", "H", "H", "H", "H", "H", "H", "C", "C", "C", "O", "B", "O", "C", "C", "C", "H", "H", "H", "H", "H", "H", "H", "H", "H", "H", "H", "H"], "coordinates": [[-0.0603, -2.4690, -3.2182], [0.0592, 1.4351, -3.3206], [-0.4069, -1.1641, -4.4656], [0.4318, 0.1297, -4.5498], [-1.4858, -0.9412, -4.4146], [-0.2632, -1.6959, -5.4331], [1.5190, -0.0593, -4.5143], [0.2437, 0.6238, -5.5044], [-1.3730, 2.2939, -4.0353], [-1.7315, 3.0597, -3.3338], [-2.1929, 1.5977, -4.2460], [-1.0656, 2.7757, -4.9728], [1.4440, 2.5801, -3.5841], [1.2358, 3.1460, -4.4957], [2.3834, 2.0271, -3.7042], [1.5086, 3.2608, -2.7330], [-1.2222, -3.8132, -3.5821], [-1.1677, -4.5615, -2.7832], [-0.9738, -4.2960, -4.5357], [-2.2498, -3.4361, -3.6344], [1.6015, -3.1104, -3.3226], [2.3459, -2.3208, -3.3342], [1.7128, -3.6953, -4.2420], [1.7983, -3.7717, -2.4728], [-0.2763, -1.2142, 1.1295], [0.5569, 1.7005, -0.1717], [-0.7063, 1.1290, -0.0680], [-1.6200, 0.4353, -1.0850], [-1.7560, -1.0990, -1.3364], [-0.5200, -1.9846, -1.5807], [0.7109, -1.4992, -0.7373], [1.3888, -0.3448, -1.4356], [1.7434, 0.9462, -0.6526], [0.8760, -2.4600, 2.2335], [0.7984, 2.4490, 0.5781], [-1.3428, 1.6478, 0.6752], [-1.5679, 0.9734, -2.0480], [-2.6453, 0.6802, -0.7520], [-2.2067, -1.5506, -0.4428], [-2.5363, -1.2493, -2.1233], [-0.7864, -2.9885, -1.1657], [1.4202, -2.3290, -0.6453], [0.6434, -0.0364, -2.2085], [2.2530, -0.7377, -2.0032], [2.4622, 0.6634, 0.1326], [2.3266, 1.6014, -1.3422], [1.6971, -1.9972, 2.8054], [1.3118, -3.2314, 1.5760], [0.1972, -2.9549, 2.9554], [-1.3802, 2.6253, 4.1204], [-0.1008, 1.7841, 4.2315], [1.0281, 2.6365, 4.7842], [0.2870, 1.3773, 2.9113], [-0.2394, 0.0891, 2.7042], [-0.8330, -0.4110, 3.8861], [-0.3500, 0.4077, 4.9435], [0.9386, -0.1967, 5.5278], [-1.4133, 0.3928, 6.0203], [-1.6683, 3.0153, 5.1048], [-2.2179, 2.0406, 3.7219], [-1.2161, 3.4873, 3.4610], [1.1479, 3.5496, 4.1801], [0.8043, 2.9372, 5.8189], [1.9759, 2.0817, 4.7737], [1.2395, 0.3469, 6.4388], [0.7449, -1.2397, 5.8149], [1.7736, -0.1818, 4.8120], [-2.3774, 0.7426, 5.6383], [-1.5474, -0.6381, 6.3738], [-1.1089, 1.0090, 6.8777]], "charge": 2, "s_squared": 3.822, "homo_lumo_gap_ha": [0.22269, 0.21804], "multiplicity": 4, "de_lowest_kj_mol": 0.0, "largest_force_ev_per_a": 4.60}

=====

# 3
{"formula": "C3H5NO2", "method": "wB97M-V/def2-TZVPD", "species": ["N", "C", "C", "O", "C", "O", "H", "H", "H", "H", "H"], "coordinates": [[-0.5727, -0.0249, 1.2189], [-0.7140, -0.3406, -0.1940], [-0.1571, 0.7437, -1.1275], [1.2130, 0.4292, -0.7042], [0.6736, -0.4522, 0.1963], [1.4872, -1.2409, 0.9001], [-0.5674, 0.9623, 1.4594], [0.8778, -1.3203, 1.6609], [-1.4066, -1.1012, -0.5128], [-0.3198, 0.5599, -2.1910], [-0.3520, 1.7859, -0.8558]], "charge": 0, "homo_lumo_gap_ha": 0.36538, "de_lowest_kj_mol": 377.5, "largest_force_ev_per_a": 1.72}

=====

# 4
{"formula": "C38H52N3OP2Pb", "method": "wB97M-V/def2-TZVPD", "species": ["C", "C", "C", "C", "C", "H", "H", "H", "N", "P", "P", "C", "H", "H", "C", "O", "C", "H", "C", "C", "C", "C", "C", "H", "H", "H", "C", "H", "H", "H", "C", "H", "H", "H", "C", "H", "H", "H", "C", "H", "H", "H", "C", "H", "H", "H", "C", "H", "H", "H", "C", "H", "H", "H", "C", "H", "H", "H", "C", "H", "H", "H", "C", "H", "H", "H", "C", "H", "H", "H", "Pb", "N", "C", "C", "C", "C", "C", "H", "C", "H", "C", "H", "H", "H", "N", "C", "C", "C", "C", "C", "C", "C", "H", "H", "H", "H", "H"], "coordinates": [[-0.4525, 3.0406, 0.9707], [-2.3070, 1.6324, 1.5276], [-1.0262, 4.1510, 1.5947], [-2.8697, 2.6916, 2.3024], [-2.2449, 3.9385, 2.2954], [-0.4977, 5.1123, 1.5501], [-3.8304, 2.4894, 2.8101], [-2.6807, 4.7869, 2.8283], [-1.0753, 1.8530, 0.9311], [1.9727, 1.6487, 0.5956], [-2.5983, -0.7857, 0.0635], [0.9304, 3.1446, 0.2816], [0.8056, 3.2143, -0.8135], [1.4946, 4.0330, 0.6080], [0.9474, -1.6972, -1.3684], [1.4254, -2.6192, -1.8462], [-2.9953, 0.3924, 1.3113], [-3.9346, 0.2207, 1.8550], [-3.4492, -0.3040, -1.5343], [-2.8769, -2.5679, 0.6006], [3.4162, 1.5298, -0.6228], [2.4177, 1.7550, 2.4272], [-2.6945, -0.8791, -2.7599], [-2.8392, -1.9656, -2.8504], [-3.1250, -0.3942, -3.6466], [-1.6171, -0.6599, -2.7538], [-4.8933, -0.8295, -1.4949], [-4.9441, -1.9288, -1.5679], [-5.4137, -0.4809, -0.5855], [-5.3980, -0.4014, -2.3724], [-3.4923, 1.2373, -1.5647], [-3.7927, 1.5615, -2.5703], [-4.2234, 1.6110, -0.8345], [-2.5183, 1.6875, -1.3431], [-2.6903, -3.5163, -0.6182], [-1.6939, -3.3945, -1.0843], [-2.7645, -4.5560, -0.2554], [-3.4604, -3.3561, -1.3900], [-1.8714, -2.9803, 1.6881], [-0.8811, -3.0873, 1.2359], [-1.7959, -2.2557, 2.5151], [-2.1776, -3.9581, 2.1034], [-4.2746, -2.6308, 1.2174], [-5.0531, -2.3217, 0.5071], [-4.4448, -3.6757, 1.5239], [-4.3031, -1.9767, 2.1057], [3.4088, 0.6228, 2.7738], [3.5604, 0.6384, 3.8654], [2.9934, -0.3596, 2.4979], [4.3826, 0.7684, 2.2802], [1.1516, 1.6007, 3.2990], [0.4807, 2.4642, 3.1870], [0.6120, 0.6665, 3.0846], [1.4791, 1.5700, 4.3509], [3.0227, 3.1378, 2.7064], [3.2707, 3.1613, 3.7798], [3.9359, 3.3052, 2.1186], [2.2962, 3.9376, 2.4848], [2.8957, 1.7252, -2.0605], [2.4094, 2.7020, -2.1930], [3.7581, 1.6699, -2.7424], [2.1887, 0.9412, -2.3590], [4.0490, 0.1206, -0.5348], [3.3186, -0.6768, -0.7520], [4.8430, 0.0774, -1.2975], [4.5023, -0.0667, 0.4493], [4.4405, 2.6241, -0.2862], [3.9646, 3.6217, -0.2592], [4.9605, 2.4251, 0.6671], [5.1975, 2.6286, -1.0865], [-0.0402, -0.1208, 0.1323], [-0.2060, 1.1269, -1.9433], [-0.4210, 1.7980, -2.8666], [-0.6538, 2.5947, -3.9809], [0.1503, 2.3826, -5.1133], [-1.6726, 3.5631, -3.9052], [-0.0774, 3.1763, -6.2337], [0.9167, 1.5982, -5.0673], [-1.9025, 4.3572, -5.0251], [-2.2406, 3.6605, -2.9713], [-1.1005, 4.1500, -6.1686], [0.5420, 3.0217, -7.1335], [-2.6971, 5.1219, -4.9839], [-1.2777, 4.7705, -7.0429], [1.0335, -1.3652, 2.0867], [1.3089, -2.5292, 2.0050], [1.7885, -3.7968, 2.1515], [3.0888, -3.8974, 2.6611], [3.6057, -5.1636, 2.9576], [2.7671, -6.2747, 2.7335], [1.4673, -6.1814, 2.2042], [0.9689, -4.9118, 1.8801], [3.6342, -2.9641, 2.8220], [4.6304, -5.2118, 3.3518], [3.1637, -7.2434, 2.9767], [0.8253, -7.0613, 2.0227], [-0.0130, -4.7512, 1.4389]], "charge": 1, "homo_lumo_gap_ha": 0.19903, "largest_force_ev_per_a": 7.34}